{"formula": "C64H160O32", "method": "wB97M-V/def2-TZVPD", "relative_energy_ev": 7.505, "homo_ev": -8.95, "gap_ev": 9.4, "symbols": ["C", "O", "C", "C", "O", "C", "H", "H", "H", "H", "H", "H", "H", "H", "H", "H", "C", "O", "C", "C", "O", "C", "H", "H", "H", "H", "H", "H", "H", "H", "H", "H", "C", "O", "C", "C", "O", "C", "H", "H", "H", "H", "H", "H", "H", "H", "H", "H", "C", "O", "C", "C", "O", "C", "H", "H", "H", "H", "H", "H", "H", "H", "H", "H", "C", "O", "C", "C", "O", "C", "H", "H", "H", "H", "H", "H", "H", "H", "H", "H", "C", "O", "C", "C", "O", "C", "H", "H", "H", "H", "H", "H", "H", "H", "H", "H", "C", "O", "C", "C", "O", "C", "H", "H", "H", "H", "H", "H", "H", "H", "H", "H", "C", "O", "C", "C", "O", "C", "H", "H", "H", "H", "H", "H", "H", "H", "H", "H", "C", "O", "C", "C", "O", "C", "H", "H", "H", "H", "H", "H", "H", "H", "H", "H", "C", "O", "C", "C", "O", "C", "H", "H", "H", "H", "H", "H", "H", "H", "H", "H", "C", "O", "C", "C", "O", "C", "H", "H", "H", "H", "H", "H", "H", "H", "H", "H", "C", "O", "C", "C", "O", "C", "H", "H", "H", "H", "H", "H", "H", "H", "H", "H", "C", "O", "C", "C", "O", "C", "H", "H", "H", "H", "H", "H", "H", "H", "H", "H", "C", "O", "C", "C", "O", "C", "H", "H", "H", "H", "H", "H", "H", "H", "H", "H", "C", "O", "C", "C", "O", "C", "H", "H", "H", "H", "H", "H", "H", "H", "H", "H", "C", "O", "C", "C", "O", "C", "H", "H", "H", "H", "H", "H", "H", "H", "H", "H"], "positions_angstrom": [[-19.80486, 8.12100, 16.02982], [-20.80132, 8.13232, 17.06925], [-20.34211, 8.29957, 18.41313], [-20.02437, 9.80073, 18.83037], [-19.06569, 10.44852, 18.03821], [-18.95520, 11.78630, 18.29608], [-19.09921, 7.31360, 16.22542], [-19.28988, 9.05796, 16.24197], [-20.35188, 8.11585, 15.08704], [-19.43868, 7.72371, 18.61388], [-20.97786, 7.80551, 19.14784], [-19.70532, 9.74191, 19.87097], [-20.96359, 10.34595, 18.92365], [-19.89730, 12.18234, 17.91702], [-18.14491, 12.31546, 17.79457], [-19.06762, 12.03972, 19.35024], [-21.60242, 8.56929, 7.19296], [-22.59510, 8.58046, 8.15485], [-23.09681, 7.22231, 8.53694], [-24.18560, 7.31098, 9.61134], [-23.58401, 7.66824, 10.88999], [-24.52216, 7.77898, 12.01891], [-21.47401, 9.51546, 6.66724], [-21.85325, 7.96495, 6.32121], [-20.69133, 8.08058, 7.53817], [-22.38571, 6.55425, 9.02287], [-23.54915, 6.80945, 7.63525], [-24.61494, 6.31057, 9.55712], [-24.94463, 8.01811, 9.27673], [-24.87605, 6.84584, 12.45721], [-25.39060, 8.30190, 11.61833], [-24.05520, 8.37344, 12.80419], [-22.99527, 4.12870, 14.92673], [-22.38941, 3.71951, 13.71537], [-21.55947, 4.73549, 13.17824], [-20.88433, 4.15670, 11.87345], [-21.57932, 4.32856, 10.61491], [-22.84837, 3.67598, 10.42798], [-23.74506, 3.40919, 15.25570], [-23.51421, 5.07084, 14.75015], [-22.27278, 4.22246, 15.73749], [-20.76922, 5.13551, 13.81354], [-22.07202, 5.65809, 12.90582], [-20.41665, 3.19036, 12.06201], [-20.05828, 4.82839, 11.63984], [-22.63754, 2.60813, 10.48585], [-23.32746, 3.90499, 9.47607], [-23.60267, 3.86387, 11.19207], [-22.14684, 5.58118, 4.58735], [-21.09091, 5.67091, 5.62261], [-21.32074, 4.77439, 6.70601], [-19.96804, 4.84070, 7.49750], [-18.94297, 4.04833, 6.80594], [-18.22337, 3.17938, 7.69046], [-21.97959, 6.33120, 3.81430], [-23.15271, 5.53529, 5.00477], [-22.23128, 4.62208, 4.07639], [-21.51773, 3.73258, 6.45320], [-22.22977, 5.08057, 7.22374], [-20.03279, 4.58489, 8.55508], [-19.71434, 5.90068, 7.48329], [-18.18751, 2.15543, 7.31855], [-18.51879, 3.22698, 8.73859], [-17.15781, 3.40891, 7.69103], [-17.86876, 8.86570, 4.79299], [-18.45427, 8.77078, 3.52612], [-19.05582, 7.48204, 3.46231], [-19.60228, 7.15340, 2.06374], [-20.11129, 8.29101, 1.43691], [-20.89995, 8.15566, 0.21183], [-17.27035, 7.98135, 5.01188], [-18.54693, 9.09672, 5.61445], [-17.33762, 9.81417, 4.87305], [-19.89605, 7.56769, 4.15136], [-18.48435, 6.63318, 3.83775], [-20.45727, 6.47736, 2.05562], [-18.78798, 6.74758, 1.46347], [-20.35758, 7.50497, -0.47412], [-21.15174, 9.08379, -0.30128], [-21.84020, 7.64849, 0.42812], [-19.66056, 8.41585, 11.84294], [-18.43566, 7.88126, 11.23532], [-18.62476, 7.12221, 10.07729], [-17.36187, 6.49486, 9.55864], [-16.31769, 7.43030, 9.33793], [-15.65760, 7.97361, 10.51792], [-19.94725, 9.43016, 11.56531], [-19.46822, 8.52301, 12.91046], [-20.53767, 7.78113, 11.71683], [-18.87670, 7.85167, 9.30755], [-19.48289, 6.47818, 10.26950], [-17.53829, 6.03416, 8.58668], [-17.07322, 5.64971, 10.18354], [-14.80929, 8.59108, 10.22264], [-15.43268, 7.40644, 11.42116], [-16.34949, 8.70007, 10.94413], [-32.01271, 6.92095, 11.96010], [-32.43580, 6.02419, 10.98025], [-31.90942, 6.21815, 9.69602], [-30.42918, 5.80979, 9.46484], [-29.33419, 6.60702, 10.00554], [-28.05532, 6.17946, 9.64216], [-32.01590, 6.30555, 12.85975], [-32.63301, 7.72703, 12.35199], [-30.98879, 7.27743, 11.84775], [-32.15758, 7.24581, 9.43066], [-32.52022, 5.61264, 9.02640], [-30.39704, 5.77900, 8.37575], [-30.39634, 4.84064, 9.96260], [-27.36498, 6.87421, 10.12055], [-27.92585, 6.32197, 8.56930], [-27.86862, 5.11969, 9.81570], [-27.06961, -0.00036, 17.63050], [-27.12257, 1.45619, 17.71081], [-26.22050, 1.94730, 18.75211], [-26.18143, 3.45727, 18.88081], [-25.44729, 4.14484, 17.83870], [-25.47566, 5.53262, 17.84134], [-27.64406, -0.40319, 16.79633], [-27.49350, -0.43596, 18.53531], [-26.03549, -0.33715, 17.55799], [-25.22711, 1.51909, 18.61835], [-26.33317, 1.46183, 19.72150], [-25.85257, 3.63684, 19.90438], [-27.22282, 3.73658, 18.72075], [-25.00306, 6.11513, 18.63219], [-26.52794, 5.76380, 18.00675], [-25.11736, 5.84964, 16.86194], [-22.29087, 13.86970, -1.34739], [-21.90918, 13.72321, 0.03989], [-20.66367, 13.11313, 0.31473], [-20.92025, 12.39635, 1.65033], [-19.68097, 12.07471, 2.23522], [-19.62132, 11.90136, 3.67741], [-23.20740, 14.45034, -1.24278], [-22.57397, 12.91712, -1.79521], [-21.54332, 14.40405, -1.93366], [-19.91732, 13.86621, 0.56756], [-20.37415, 12.41503, -0.47072], [-21.49521, 11.47330, 1.57602], [-21.61018, 12.99775, 2.24228], [-20.01247, 12.80601, 4.14293], [-18.58983, 11.75311, 3.99702], [-20.26321, 11.04777, 3.89530], [-20.96203, 16.52861, 12.13571], [-20.56518, 16.66869, 10.76529], [-19.19749, 16.30673, 10.39369], [-19.15721, 16.29198, 8.84630], [-19.91537, 15.29161, 8.18991], [-19.26687, 14.01893, 8.23444], [-20.69017, 15.54126, 12.50899], [-22.00290, 16.84996, 12.17326], [-20.54743, 17.24856, 12.84132], [-18.89420, 15.30284, 10.69086], [-18.55391, 17.01081, 10.92112], [-18.16975, 16.29051, 8.38477], [-19.62085, 17.23755, 8.56517], [-19.19459, 13.68210, 9.26857], [-18.27249, 14.08661, 7.79315], [-19.95886, 13.37791, 7.68823], [-27.72973, 6.47527, 13.75843], [-28.95572, 6.98633, 13.82374], [-29.64345, 6.69107, 15.09679], [-29.43999, 7.71515, 16.23591], [-30.36083, 7.64891, 17.23624], [-29.99504, 8.53129, 18.38551], [-27.00862, 6.93777, 14.43237], [-27.32254, 6.72441, 12.77851], [-27.63894, 5.40926, 13.96694], [-29.56488, 5.69296, 15.52773], [-30.70884, 6.82812, 14.91169], [-29.45865, 8.75433, 15.90750], [-28.43888, 7.60927, 16.65386], [-29.77376, 9.52662, 18.00021], [-29.11843, 8.22156, 18.95447], [-30.76948, 8.53263, 19.15256], [-25.55729, 14.13919, 7.86391], [-24.95011, 15.01245, 6.83090], [-23.53546, 14.99226, 6.77092], [-23.05096, 15.88612, 5.66248], [-23.06822, 15.13289, 4.48039], [-22.40824, 15.68933, 3.36270], [-25.56038, 14.64406, 8.82994], [-24.99843, 13.20341, 7.85508], [-26.55809, 13.82919, 7.56327], [-23.29107, 13.93510, 6.66704], [-23.04071, 15.22322, 7.71431], [-22.02764, 16.23750, 5.79470], [-23.72373, 16.71687, 5.44957], [-22.72581, 16.71429, 3.17116], [-22.80296, 15.08274, 2.54762], [-21.32227, 15.66037, 3.45184], [-23.71385, 10.26762, 15.80681], [-25.11305, 10.21191, 15.97994], [-25.82890, 10.76195, 14.81523], [-27.25803, 10.37553, 14.83783], [-27.73531, 11.04064, 13.70950], [-29.06401, 10.71538, 13.35204], [-23.33799, 9.71304, 14.94700], [-23.09701, 9.93103, 16.64006], [-23.28889, 11.26263, 15.67469], [-25.30754, 10.39710, 13.93027], [-25.83684, 11.85147, 14.78395], [-27.73514, 10.59515, 15.79294], [-27.38376, 9.30869, 14.65306], [-29.45263, 11.52121, 12.72938], [-29.82373, 10.63932, 14.12995], [-29.19144, 9.86399, 12.68347], [-27.35724, 10.01571, 7.08197], [-26.64757, 8.80954, 6.75771], [-25.30816, 8.93964, 6.41362], [-25.19003, 9.58766, 4.96497], [-24.03473, 9.20694, 4.21633], [-23.78465, 9.87055, 2.98657], [-28.25548, 10.22696, 6.50176], [-26.83485, 10.96277, 6.94670], [-27.64383, 10.14837, 8.12522], [-24.76240, 7.99807, 6.35284], [-24.85961, 9.44278, 7.27021], [-25.10092, 10.65823, 5.14945], [-26.05266, 9.48602, 4.30646], [-22.97483, 9.42241, 2.41085], [-23.51382, 10.90450, 3.20035], [-24.70123, 9.83748, 2.39761], [-23.69950, 5.14078, 1.23696], [-24.45289, 4.81717, 2.38150], [-25.61008, 5.68605, 2.53178], [-26.45822, 5.27249, 3.61302], [-27.43593, 4.28967, 3.36623], [-28.12490, 3.78160, 4.52761], [-22.66080, 4.83239, 1.35571], [-23.84522, 6.13588, 0.81669], [-24.06938, 4.46732, 0.46382], [-26.18664, 5.80533, 1.61447], [-25.29789, 6.72453, 2.64230], [-26.96306, 6.11954, 4.07749], [-25.72606, 4.85394, 4.30357], [-28.83518, 3.04946, 4.14345], [-28.63274, 4.49532, 5.17631], [-27.59863, 3.17746, 5.26662], [-25.91999, 11.95462, 11.19563], [-24.89184, 12.38988, 10.22270], [-24.08702, 11.43132, 9.60800], [-22.89960, 11.02046, 10.43438], [-21.94173, 12.04384, 10.63356], [-22.22994, 13.38709, 10.51630], [-26.28562, 12.94264, 11.47531], [-25.36004, 11.65484, 12.08146], [-26.70954, 11.28922, 10.84641], [-23.69826, 11.84584, 8.67788], [-24.74078, 10.61223, 9.30835], [-22.36449, 10.23492, 9.90079], [-23.22255, 10.60291, 11.38802], [-22.57562, 13.74121, 9.54511], [-21.27839, 13.88219, 10.71007], [-22.90491, 13.76068, 11.28631]], "forces_ev_per_angstrom": [[-0.15, 1.11, 2.10], [-0.94, -0.51, 0.97], [1.56, 1.14, -0.69], [-0.93, -1.56, 0.43], [0.83, -2.38, -0.35], [-2.07, 1.68, 0.12], [-0.08, -0.34, -0.55], [0.49, 0.04, -1.06], [0.36, -0.23, 0.09], [0.64, -0.02, -0.58], [-0.91, 0.57, -0.32], [0.46, -0.05, 0.30], [-0.25, 0.39, -0.66], [-0.13, 0.90, -0.39], [0.21, -0.61, 0.16], [0.85, -0.13, 0.42], [0.37, -1.16, -1.65], [-1.30, -1.47, 1.64], [-0.16, 2.19, 0.42], [0.98, 0.65, -0.08], [-1.11, -0.67, 0.13], [0.34, 0.38, -1.73], [0.22, 0.54, 0.98], [-0.52, -0.57, -0.08], [0.44, 0.55, 0.27], [0.87, 0.17, -0.59], [0.17, -0.34, -0.01], [-0.27, -0.24, 0.71], [-0.23, 0.30, 0.38], [0.33, -0.41, -0.29], [-0.26, 0.22, 0.32], [0.16, 0.00, -0.21], [-0.35, -0.02, -0.04], [0.35, 0.50, 0.27], [0.40, -0.94, -2.13], [-0.10, 2.00, 0.06], [-1.02, -0.12, 0.38], [0.67, -0.86, 0.84], [0.10, -0.19, -0.29], [-0.02, 0.30, 0.25], [0.19, 0.23, 0.01], [0.28, -0.70, 0.65], [-0.79, -0.03, -0.21], [-0.63, -0.47, -0.21], [0.35, 0.01, 0.47], [-0.31, -0.29, -0.25], [0.64, 0.29, -0.19], [0.24, 0.43, 0.35], [0.63, -0.81, 0.84], [-1.78, -0.85, -1.75], [1.38, 0.11, 0.33], [-0.52, -0.14, -0.82], [-0.90, 0.30, 1.57], [0.85, 0.11, -0.52], [-0.17, 0.26, 0.51], [-0.16, 1.17, 0.47], [1.10, -0.46, -0.11], [0.25, -0.16, -0.72], [0.23, 0.27, 0.59], [-0.30, -0.45, -0.10], [0.41, 0.08, -0.21], [-0.79, -0.16, 0.01], [-0.45, -0.09, -0.12], [0.17, 0.64, -0.07], [0.32, 1.35, 0.51], [0.54, -1.17, -0.22], [-2.24, 0.69, -0.27], [0.00, 0.18, -0.73], [-0.96, 2.47, -1.20], [0.94, -1.43, 1.29], [0.25, 0.23, 0.24], [-0.98, -0.92, 0.12], [0.91, -0.26, -0.66], [-0.39, -0.36, 0.15], [0.64, 0.16, -0.13], [0.34, -0.90, 0.70], [0.11, -0.31, -0.24], [0.11, 0.04, -0.27], [0.55, 0.31, 0.63], [-0.22, -0.10, 0.20], [0.97, -0.28, 0.18], [-0.83, 0.74, 1.93], [-0.81, 1.50, -0.74], [0.44, -0.52, 0.41], [0.90, -0.42, 1.14], [-1.41, 1.74, -0.11], [0.31, 0.04, -0.86], [0.22, -0.37, 0.05], [0.09, -0.32, -0.26], [-0.60, -0.03, -0.50], [0.10, -0.67, -0.54], [-0.30, 0.21, -0.13], [0.50, 0.04, 0.46], [0.20, -0.63, -0.41], [0.19, -1.23, -0.68], [-0.09, 0.20, -0.05], [0.96, -0.72, 2.13], [-0.40, -0.28, -0.33], [0.24, 1.29, 0.31], [-0.24, 0.37, 0.73], [-2.21, 0.03, 0.18], [-0.22, 0.35, -1.02], [0.46, -0.19, 0.26], [-0.75, 0.46, -1.31], [0.01, 0.01, -0.33], [0.52, 0.36, -0.41], [0.25, -0.32, -0.01], [0.64, -0.37, -0.17], [0.39, -0.47, -0.47], [0.15, -0.43, 0.26], [0.16, 0.04, -0.37], [0.11, -0.08, 0.58], [0.09, 0.99, 0.61], [0.75, -0.59, 0.92], [0.80, -1.07, -1.14], [-0.72, -0.12, -1.24], [1.18, -2.21, 1.06], [-1.60, 0.32, 0.09], [0.04, 0.61, -0.15], [-0.04, 0.01, 0.22], [0.13, 0.01, -0.16], [0.58, 0.34, -1.03], [-1.42, 0.29, 0.42], [0.23, 0.63, -0.08], [-0.30, 0.47, 0.55], [0.84, -0.56, 0.29], [-0.42, 0.77, -0.56], [-0.12, 0.17, 0.15], [-0.29, 0.16, 1.60], [-0.29, 0.15, -1.26], [-0.95, -0.40, 1.34], [0.13, -0.88, 0.27], [1.03, 0.52, 0.77], [-1.05, 0.31, -1.60], [0.09, 0.18, -0.48], [0.33, -0.20, -0.08], [0.03, -0.05, -0.04], [0.34, 0.04, -0.58], [0.28, 0.12, -0.05], [-0.10, -0.39, -0.68], [0.48, 0.69, 0.40], [-0.10, 0.05, 0.25], [-0.13, -0.17, -0.36], [0.18, -0.15, 0.53], [0.52, 0.54, -0.63], [0.72, -0.41, 0.02], [-1.26, -0.37, -0.09], [-0.63, 1.29, -0.03], [0.34, -0.09, 0.72], [-0.98, 0.67, 0.14], [-0.63, -0.21, 0.05], [-0.27, -0.96, -0.18], [0.95, 0.31, -0.22], [-0.39, -0.25, 0.67], [0.47, 0.15, -0.59], [0.49, 0.01, 0.56], [-0.07, 0.05, -0.24], [0.10, -0.28, 0.01], [0.07, -0.20, -0.20], [0.45, -0.30, -0.03], [3.36, -0.56, -0.35], [-3.70, 0.33, 2.56], [-1.43, 1.58, -0.11], [2.52, 1.02, -0.91], [-1.18, -0.02, 3.21], [-0.18, -0.88, -1.13], [0.13, 0.32, 0.57], [-0.10, -0.39, -0.29], [-0.28, -0.36, -0.26], [0.72, -0.29, -0.58], [-0.09, -0.28, -0.60], [0.10, 0.14, -1.00], [0.49, -0.25, 0.11], [-0.29, 0.16, 0.01], [0.41, -0.55, -0.54], [-0.48, 0.03, -0.68], [1.33, 0.60, -1.65], [-1.46, -0.14, 0.94], [-0.51, -0.68, 1.01], [0.13, -0.37, -0.94], [0.15, -0.94, -0.68], [-1.05, -0.28, 0.17], [0.11, -0.25, -0.01], [0.22, 0.11, 0.47], [-0.13, 0.64, -0.18], [0.68, -0.15, -0.81], [-0.23, 0.69, 0.37], [0.09, 0.18, 0.60], [-0.08, 0.43, 0.80], [-0.01, 0.31, 0.10], [0.62, 0.09, -0.31], [0.15, -0.14, -0.03], [1.01, 0.44, -0.20], [-0.33, 0.61, -0.80], [1.85, -0.49, 1.54], [0.19, -1.45, -0.51], [-1.55, 0.49, -0.16], [-0.86, 0.72, -1.18], [-0.36, -0.36, -0.31], [-0.87, -0.59, 0.48], [-0.57, 0.64, -0.25], [-0.23, -0.07, -0.21], [0.54, 0.22, 0.25], [-0.25, 0.47, 0.00], [0.08, -0.37, 0.28], [0.28, 0.40, 0.01], [0.52, -0.16, 0.70], [0.59, -0.62, 0.32], [0.30, 1.03, 0.09], [-2.02, -0.09, 0.29], [0.61, 0.52, -1.53], [1.16, 1.45, 0.30], [0.69, -1.39, 0.80], [-0.90, 0.42, 0.78], [-0.11, -0.95, -0.32], [1.02, -0.21, -0.45], [-0.01, -1.01, 0.35], [-0.67, -0.51, 0.08], [0.75, 0.76, -0.67], [-0.11, 0.46, -0.11], [-0.54, -0.58, 0.46], [0.02, -0.39, 0.46], [-0.05, 0.27, -0.20], [-0.08, 0.20, -0.36], [-0.53, -1.43, -0.96], [-0.94, 1.32, 0.66], [1.07, 0.53, -2.73], [-0.58, -0.81, 2.92], [-0.51, -0.76, 0.33], [-0.14, -0.51, -0.52], [0.09, 0.53, 0.38], [0.27, 0.34, 0.57], [-0.01, -0.02, -0.53], [-0.08, -0.77, -0.59], [0.50, 0.10, 0.73], [0.16, 0.34, 0.09], [-0.06, 0.03, 0.82], [-0.28, 0.40, -0.19], [-0.17, 0.71, -0.57], [1.28, 0.07, -0.32], [2.35, 1.87, -0.33], [-1.59, 0.27, 0.54], [-0.23, -0.35, -0.12], [0.03, -0.25, -0.25], [0.52, -1.10, -0.03], [0.26, 1.27, 0.56], [-0.71, -0.27, 0.00], [-0.43, -0.81, 0.01], [0.33, -0.15, -0.18], [-0.07, 0.27, -0.12], [0.32, -0.67, 0.05], [-0.15, -0.18, 0.04], [-0.06, 0.08, 0.34], [-0.16, -0.27, -0.20], [0.07, 0.15, -0.18], [-0.36, -0.08, 0.04]]}